Entry 1:
Entry from the Open Molecules 2025 dataset: C6H11N3 in the gas phase at a distorted geometry (ωB97M-V/def2-TZVPD).

The geometry in XYZ format:
```
20
Properties=species:S:1:pos:R:3:forces:R:3:nbo_charge:R:1
C -4.348476 -0.317369 -0.007456 -2.21 2.25 -0.27 -0.61
C -2.932773 0.425049 -0.014631 -0.02 2.18 0.29 -0.29
N -1.878236 -0.601912 0.165714 -2.56 0.97 -0.12 -0.42
C -0.672046 -0.397491 -0.043154 3.55 -3.70 1.09 0.27
N 0.078278 0.719120 -0.222248 -1.97 2.70 0.02 -0.52
C 1.307122 0.892144 0.010223 -1.13 3.31 -2.70 0.31
N 2.137878 -0.159534 0.189624 2.62 -1.53 -0.87 -0.47
C 3.376034 -0.514672 -0.727037 -0.53 2.34 0.00 -0.23
C 3.535700 -0.108293 0.648759 -1.64 -0.68 3.33 -0.26
H -4.315511 -1.217971 -0.660055 -0.18 0.56 0.72 0.22
H -4.766431 -0.531049 1.090714 1.45 0.14 -2.40 0.22
H -5.275123 0.439889 -0.440621 2.79 -2.03 0.96 0.20
H -3.062911 1.202062 0.856413 0.90 -1.54 -1.22 0.20
H -2.567638 1.174554 -0.916420 -1.60 -2.12 1.75 0.21
H 0.006165 -1.321820 0.091886 -1.13 0.87 -0.32 0.13
H 1.478023 2.084381 -0.248791 1.12 -2.84 1.12 0.17
H 3.821279 0.244800 -1.424941 -1.14 -1.05 0.20 0.22
H 3.372918 -1.566938 -0.921229 0.16 -0.16 -0.48 0.23
H 3.549330 -0.966577 1.361907 0.94 1.04 -0.22 0.21
H 3.801103 0.878753 1.079270 0.58 -0.72 -0.87 0.22
```
Positions in Å, forces in eV/Å.

Computed properties:
Energy relative to the best compared isomer or geometry (same formula, charge and spin)   126.6 kcal per mole
SMILES   CC/N=C\N=C/N1CC1
HOMO level   -8.65 eV
Total energy   -399.2935 Ha
Frontier orbital gap   0.3323 Ha
2S+1   1

***

Entry 2:
Entry from the Open Molecules 2025 dataset: 2 unconnected molecules or ions with the total composition C3H7N3 at a distorted geometry (ωB97M-V/def2-TZVPD).

The geometry in XYZ format:
```
13
Properties=species:S:1:pos:R:3:forces:R:3:nbo_charge:R:1
C 2.459188 -0.536853 0.001671 -1.70 -1.97 -5.42 0.08
C -1.853124 -1.256447 0.122163 0.32 0.20 -0.45 -0.37
C -0.192529 0.413042 -0.373208 -0.92 -0.38 1.00 -0.04
N 2.882563 -0.059579 0.921168 1.37 1.46 3.34 -0.36
N 0.222302 1.672053 0.005273 3.01 1.92 0.68 -0.84
N -1.095448 -0.193397 0.380136 -1.39 -1.42 1.40 -0.41
H -2.542593 -1.533154 0.861840 -0.68 -0.46 0.67 0.18
H -1.843694 -1.649765 -0.849436 -0.09 -0.63 -1.04 0.17
H 2.128096 -0.872520 -1.028656 0.53 0.38 2.17 0.25
H -0.441241 0.393563 -1.384584 -0.18 -0.67 -1.73 0.16
H 0.901954 1.628800 0.863042 -1.17 0.35 -2.41 0.38
H 0.714564 2.005438 -0.884063 -0.42 0.04 2.39 0.37
H -1.340043 -0.011186 1.364654 1.31 1.19 -0.58 0.42
```
Positions in Å, forces in eV/Å.

Computed properties:
Energy relative to the best compared isomer or geometry (same formula, charge and spin)   96.4 kcal per mole
HOMO level (spin up / spin down)   -6.34 / -6.32 eV
Total energy   -282.6206 Ha
Frontier orbital gap (spin up / spin down)   0.2681 / 0.2673 Ha
2S+1   1